<A>
Molecular formula: C4H12O4Sn
Method: DFT, ωB97M-V/def2-TZVPD

Geometry as XYZ:
```
21
Properties=species:S:1:pos:R:3
Sn 6.68416 -0.80043 -18.62509
C 8.00119 -1.69137 -15.36176
C 8.72677 -1.91109 -16.62554
O 8.68811 -0.68474 -17.40975
O 6.70037 -1.45358 -15.87956
H 8.26349 -0.78608 -14.81484
H 8.10658 -2.60732 -14.77991
H 8.18350 -2.61210 -17.26477
H 9.75423 -2.22859 -16.46043
H 8.77206 0.09376 -16.83631
H 6.07716 -1.25005 -15.16596
C 9.34658 -0.58785 -19.98312
C 8.96834 -0.68547 -21.41002
O 7.70360 -1.33107 -21.34478
O 8.76232 0.61162 -19.40265
H 10.42306 -0.56634 -19.78798
H 9.01350 -1.44863 -19.38474
H 9.69182 -1.28240 -21.98264
H 8.94552 0.20741 -22.04350
H 7.39841 -1.61056 -22.21984
H 8.86964 1.34676 -20.02430
```

Calculated values
**HOMO**: -0.674 hartree
**LUMO**: -10.054 eV
**Net charge**: +2

=====

<B>
Molecular formula: C4H12O4Sn
Method: DFT, ωB97M-V/def2-TZVPD

Geometry as XYZ:
```
21
Properties=species:S:1:pos:R:3
Sn -1.09455 -0.41110 -1.21811
C -1.92291 1.92268 0.86604
C -0.57745 1.17253 1.34498
O 0.36970 1.26542 0.27673
O -2.53058 1.16713 -0.22832
H -1.76092 2.89261 0.39582
H -2.53745 1.92274 1.76627
H -0.70544 0.09627 1.46063
H -0.15597 1.63291 2.23858
H 0.28563 2.10461 -0.18184
H -3.29449 1.68036 -0.50152
C 1.41690 -0.80293 -0.05405
C 1.52421 -2.19104 -0.74000
O 0.17100 -2.54200 -1.06806
O 1.56919 0.18611 -1.04773
H 2.17471 -0.56977 0.69392
H 0.50872 -0.61834 0.51973
H 1.91391 -2.93200 -0.04200
H 2.21184 -2.41219 -1.55630
H 0.16433 -3.47842 -1.27940
H 2.26962 -0.08556 -1.64539
```

Calculated values
**HOMO**: -0.692 hartree
**LUMO**: -9.693 eV
**Net charge**: +2

=====

Unit: kcal/mol. Relative energies: <A> 0.0; <B> 31.0.

=====

<A>
Molecular formula: C5H10NO3
Method: DFT, ωB97M-V/def2-TZVPD

Geometry as XYZ:
```
19
Properties=species:S:1:pos:R:3
C -2.56157 -0.11269 0.19905
C 0.37825 -1.54344 -0.67916
C 1.64059 0.72757 -0.70440
C 0.45707 0.05763 1.47639
C 0.33829 -0.02417 -0.18981
N -0.74718 0.50931 -0.80608
O -3.03641 0.90508 0.56575
O -2.56274 -1.32498 0.12591
O -0.85422 1.89819 -0.54269
H -0.55767 -2.05703 -0.33092
H 0.33176 -1.64744 -1.70914
H 1.24994 -2.11847 -0.37419
H 2.00424 1.52232 -0.08514
H 1.39230 1.03795 -1.62153
H 2.42832 0.00043 -0.71534
H 1.40614 -0.36344 1.71483
H 0.45691 1.19328 1.54541
H -0.48898 -0.48858 1.78942
H -1.27504 1.82848 0.34164
```

Calculated values
**HOMO**: -0.105 hartree
**LUMO**: 3.851 eV
**Net charge**: -1

=====

<B>
Molecular formula: C5H10NO3
Method: DFT, ωB97M-V/def2-TZVPD

Geometry as XYZ:
```
19
Properties=species:S:1:pos:R:3
C -3.72154 -1.62412 -0.45531
C -2.35042 -1.25994 0.49241
O -1.61888 -2.20865 0.70834
O -2.33183 -0.08232 0.74270
H -3.53783 -1.08991 -1.34808
H -4.54126 -1.23094 0.17580
H -3.92892 -2.64987 -0.65087
C 1.19493 0.39006 -0.48381
C 1.10009 1.89352 -0.51472
C 2.03025 0.01606 0.66937
O 1.50218 -0.54368 1.58297
N 3.48769 0.33305 0.66901
H 0.17718 -0.22176 -0.27290
H 1.40381 -0.03785 -1.40350
H 2.11829 2.43092 -0.52281
H 0.54852 2.23555 0.41207
H 3.95655 0.38024 1.53822
H 3.81538 0.95519 0.00055
H 0.69580 2.31445 -1.33943
```

Calculated values
**HOMO**: -0.123 hartree
**LUMO**: 3.344 eV
**Net charge**: -1

=====

Unit: kcal/mol. Relative energies: <A> 47.9; <B> 0.0.